Record 1
{"formula": "C3H6O3", "method": "wB97M-V/def2-TZVPD", "molar_mass_g_mol": 90.08, "e_homo_ev": [-10.15, -9.78], "homo_lumo_gap_ev": [8.49, 9.01], "e_above_lowest_kcal_mol": 128.5, "species": ["O", "C", "C", "O", "C", "O", "H", "H", "H", "H", "H", "H"], "positions_angstrom": [[2.3901, 0.7612, -0.7553], [1.0025, -1.0168, 0.2472], [0.0784, 0.0182, 0.1318], [0.3750, 1.1618, -0.2724], [-1.4084, -0.2515, 0.4251], [-2.2412, 0.6315, -0.2578], [2.1554, 1.6399, -1.0850], [0.8130, -1.8905, 0.8643], [1.7501, -1.0470, -0.5362], [-1.5049, -0.1615, 1.5221], [-1.6923, -1.2726, 0.1545], [-1.7178, 1.4273, -0.4383]], "nbo_charge": [-0.5609, -0.2605, 0.4229, -0.5187, -0.1336, -0.6992, 0.4446, 0.1903, 0.2502, 0.1851, 0.1926, 0.4873]}

=====

Record 2
{"formula": "C5H13NO2", "method": "wB97M-V/def2-TZVPD", "molar_mass_g_mol": 119.16, "e_homo_ev": -9.93, "homo_lumo_gap_ev": 10.75, "e_above_lowest_kcal_mol": 49.8, "species": ["C", "C", "C", "C", "C", "N", "O", "H", "H", "H", "H", "H", "H", "H", "H", "H", "H", "H", "O", "H", "H"], "positions_angstrom": [[-1.7344, -0.9008, 0.2613], [-0.2276, -1.0261, -0.2571], [-0.5036, -1.8173, -1.5111], [0.6782, 0.1704, -0.4289], [0.8476, 0.7760, 0.9714], [1.7468, 0.2468, 1.9165], [0.4419, 1.8299, 1.3992], [-2.2866, -0.0704, -0.0952], [-2.2596, -1.7993, 0.0349], [-1.7129, -0.9215, 1.3192], [0.4541, -1.6979, 0.2718], [0.2898, -1.7786, -2.2842], [-1.3206, -1.3097, -2.1205], [-0.5563, -2.8330, -1.3798], [1.7069, 0.0090, -0.7858], [0.4047, 0.8489, -1.1941], [1.8735, 0.7265, 2.8558], [2.2394, -0.5583, 1.7478], [-0.0578, 3.1960, -0.5948], [-0.1933, 4.0674, -0.3350], [0.1699, 2.8419, 0.2087]], "nbo_charge": [-0.5997, -0.2237, -0.5993, -0.5068, 0.7129, -0.8372, -0.6375, 0.2238, 0.2114, 0.2074, 0.1946, 0.1967, 0.2053, 0.2123, 0.2313, 0.2612, 0.4160, 0.3716, -0.9623, 0.4522, 0.4698]}

=====

Record 3
{"formula": "C10H16B2F4N8O4Pd", "method": "wB97M-V/def2-TZVPD", "molar_mass_g_mol": 516.33, "e_homo_ev": [-14.33, -15.12], "multiplicity": 3, "total_charge": 2, "s2": 2.14, "homo_lumo_gap_ev": [6.56, 5.66], "e_above_lowest_kcal_mol": 64.1, "species": ["Pd", "C", "C", "N", "O", "B", "F", "F", "O", "N", "C", "C", "C", "N", "O", "B", "F", "F", "O", "N", "C", "C", "C", "H", "H", "H", "H", "H", "H", "H", "H", "H", "H", "H", "H", "N", "C", "N", "N", "C", "N", "H", "H", "H", "H"], "positions_angstrom": [[0.0898, -1.4597, 0.7575], [2.3319, 2.1025, 1.2224], [1.4962, 0.8537, 1.4212], [0.8115, 0.2797, 0.3912], [0.7765, 1.0174, -0.5944], [-1.1435, 1.3154, -1.6898], [-0.7767, 1.1857, -2.9452], [-1.8471, 0.3769, -0.9710], [-0.0950, -1.4896, -2.0417], [-0.5513, -2.0065, -1.0142], [-1.0190, -3.3087, -1.1721], [-1.3350, -3.8851, -2.4273], [-1.0883, -4.0309, 0.0955], [-0.8915, -3.2726, 1.1799], [-1.1391, -3.7115, 2.3004], [-0.9326, -2.1612, 4.0254], [-1.0809, -3.0375, 5.0220], [-1.8425, -1.2578, 3.7698], [0.4152, -1.6670, 3.7987], [0.4892, -0.8758, 2.6520], [1.1764, 0.2288, 2.7489], [1.7355, 0.7135, 4.1132], [-1.8630, -5.3437, 0.2979], [1.7746, 2.9037, 1.7186], [3.3336, 2.0717, 1.7973], [2.5224, 2.1080, 0.1527], [-0.8498, -3.2874, -3.1098], [-0.8901, -4.9148, -2.6205], [-2.4403, -3.9032, -2.6031], [0.9947, 1.4116, 4.5509], [1.7589, -0.1448, 4.7613], [2.6411, 1.2962, 3.9730], [-1.2747, -6.2560, -0.2732], [-1.7861, -5.3456, 1.3498], [-2.9001, -5.1981, 0.0011], [0.8907, 6.3690, -3.4189], [0.4031, 5.1202, -3.0592], [0.4276, 4.1368, -4.0621], [0.0810, 4.8250, -1.8134], [-0.6231, 3.7666, -1.5803], [-1.0807, 2.7685, -1.1777], [0.7650, 6.9238, -4.2498], [1.1311, 7.0700, -2.6722], [1.0784, 4.5046, -4.7525], [0.3262, 3.2081, -3.8524]], "nbo_charge": [0.8096, -0.7064, 0.3402, -0.0218, -0.2811, 1.3875, -0.4697, -0.4805, -0.3225, -0.0566, 0.2667, -0.7177, 0.1552, -0.0239, -0.3624, 1.4139, -0.4624, -0.4838, -0.5139, -0.1003, 0.2433, -0.6752, -0.6713, 0.2829, 0.2886, 0.2696, 0.2640, 0.2805, 0.2828, 0.2713, 0.2824, 0.2514, 0.2627, 0.2562, 0.2535, -0.7880, 0.7001, -0.7524, -0.5682, 0.7874, -0.6283, 0.4507, 0.4409, 0.4293, 0.4157]}

=====

Record 4
{"formula": "C3H12NS", "method": "wB97M-V/def2-TZVPD", "molar_mass_g_mol": 94.20, "e_homo_ev": [-2.60, -8.09], "multiplicity": 2, "s2": 0.75, "homo_lumo_gap_ev": [2.66, 8.13], "e_above_lowest_kcal_mol": 27.3, "species": ["C", "N", "H", "H", "H", "H", "H", "H", "C", "C", "S", "H", "H", "H", "H", "H", "H"], "positions_angstrom": [[-0.4886, 2.5613, -0.4928], [-0.9084, 1.5153, -1.4512], [-0.0070, 3.4171, -0.9369], [-1.2698, 2.8893, 0.1880], [0.2566, 2.1303, 0.1832], [-0.9654, 0.6602, -0.8465], [-0.2490, 1.3919, -2.2173], [-1.8746, 1.6612, -1.7540], [2.1377, -0.9862, 0.1348], [0.9886, -1.4539, 0.9732], [-0.7830, -0.9018, 0.4798], [2.4573, 0.0365, 0.3174], [1.9665, -1.1877, -0.9245], [3.0027, -1.5820, 0.4343], [0.8789, -2.5191, 0.7735], [1.0350, -1.3996, 2.0606], [-1.2572, -2.0935, 0.9480]], "nbo_charge": [-0.4408, -0.7212, 0.2121, 0.2351, 0.2186, 0.3850, 0.4288, 0.3916, -0.6484, -0.5542, -0.5840, 0.1933, 0.2045, 0.2197, 0.1879, 0.2025, 0.0695]}

=====

Record 5
{"formula": "C13H28BrNaO2P", "method": "wB97M-V/def2-TZVPD", "molar_mass_g_mol": 350.23, "e_homo_ev": -11.97, "total_charge": 1, "homo_lumo_gap_ev": 7.33, "species": ["C", "C", "C", "C", "C", "C", "C", "C", "C", "C", "P", "Br", "C", "C", "C", "O", "O", "H", "H", "H", "H", "H", "H", "H", "H", "H", "H", "H", "H", "H", "H", "H", "H", "H", "H", "H", "H", "H", "H", "H", "H", "H", "H", "H", "H", "Na"], "positions_angstrom": [[1.6667, -3.7646, -0.1831], [2.1141, -2.2907, -0.2308], [3.2978, -2.0296, 0.6767], [3.7635, -0.5494, 0.6771], [2.9656, 0.2499, 1.7401], [2.3763, 1.5795, 1.2543], [1.6159, 1.4345, -0.0733], [0.4871, 2.4371, -0.2715], [-0.4459, 1.8438, -1.4152], [-1.9596, 2.0557, -1.1582], [-2.9376, 0.5507, -1.6290], [-3.6408, 1.5568, -3.6502], [-2.3983, -0.4203, -0.0760], [-3.5940, -1.3060, 0.3829], [-4.4159, -0.5957, 1.4062], [-4.7811, -1.1023, 2.3964], [-4.6747, 0.6916, 1.1141], [2.3197, -4.3863, -0.7874], [1.6251, -4.0895, 0.8507], [0.6724, -3.8481, -0.6127], [2.3415, -2.0541, -1.2698], [1.2300, -1.7118, 0.0460], [3.0670, -2.3320, 1.6932], [4.1368, -2.6066, 0.2930], [3.6777, -0.1491, -0.3302], [4.8161, -0.5877, 0.9323], [3.6408, 0.4692, 2.5591], [2.1534, -0.3829, 2.0855], [3.1037, 2.3865, 1.2326], [1.6368, 1.8823, 2.0004], [2.3379, 1.4990, -0.8851], [1.2196, 0.4250, -0.1001], [0.9320, 3.3655, -0.7075], [-0.0664, 2.6794, 0.6320], [-0.2671, 0.7759, -1.4629], [-0.1177, 2.2424, -2.3760], [-2.1604, 2.3774, -0.1408], [-2.3038, 2.8327, -1.8406], [-2.3242, -0.4407, -2.4211], [-4.2892, 0.4983, -1.2649], [-1.5834, -1.1152, -0.2725], [-2.0884, 0.2368, 0.7348], [-4.1940, -1.5614, -0.4938], [-3.2421, -2.2423, 0.7845], [-5.4150, 0.9954, 1.6629], [-0.2981, 4.5012, -1.5020]], "nbo_charge": [-0.5983, -0.3927, -0.3910, -0.4034, -0.3974, -0.3920, -0.4004, -0.3908, -0.4370, -0.7376, 0.9641, -0.4560, -0.7587, -0.5151, 0.7870, -0.5441, -0.7235, 0.2121, 0.2064, 0.2015, 0.1960, 0.1705, 0.2006, 0.2093, 0.1896, 0.2166, 0.2235, 0.1971, 0.2049, 0.1936, 0.2164, 0.2153, 0.1075, 0.2204, 0.2420, 0.1977, 0.2432, 0.2286, 0.0244, 0.0485, 0.2292, 0.2137, 0.2274, 0.2518, 0.5118, 0.9872]}

=====

Record 6
{"formula": "C22H31N3O6", "method": "wB97M-V/def2-TZVPD", "molar_mass_g_mol": 433.50, "e_homo_ev": -8.28, "homo_lumo_gap_ev": 8.18, "e_above_lowest_kcal_mol": 483.2, "species": ["C", "C", "O", "C", "O", "N", "C", "C", "N", "C", "O", "C", "C", "C", "N", "C", "O", "C", "C", "C", "O", "C", "C", "C", "O", "C", "C", "C", "C", "C", "C", "H", "H", "H", "H", "H", "H", "H", "H", "H", "H", "H", "H", "H", "H", "H", "H", "H", "H", "H", "H", "H", "H", "H", "H", "H", "H", "H", "H", "H", "H", "H"], "positions_angstrom": [[5.5217, 2.0922, 2.9943], [4.6189, 0.9754, 2.6276], [4.8510, 0.0424, 1.3277], [4.4375, 0.6615, 0.3455], [3.8260, 1.6750, 0.3155], [4.9018, 0.0013, -0.8732], [4.2947, 0.2693, -2.1496], [3.2746, -0.8109, -2.5133], [2.9359, -1.7041, -1.3030], [1.8549, -1.0725, -0.4056], [1.6441, -1.6586, 0.5327], [0.7440, -0.2212, -0.8937], [-0.5848, -0.9464, -0.9888], [-1.6740, 0.1447, -1.3449], [-1.7034, 1.2173, -0.6518], [-2.7907, 1.6612, 0.4191], [-2.6466, 2.6808, 1.0127], [-3.9146, 0.6896, 0.4561], [-3.8061, -0.6392, 1.0013], [-4.8004, -1.2751, 0.9392], [-4.8245, -2.5644, 1.4848], [-3.6748, -3.1702, 1.9919], [-6.0410, -1.1986, 0.4396], [-6.0916, 0.2606, -0.1605], [-7.3856, 0.5544, -0.7952], [-7.6177, 1.8435, -0.9160], [-5.0667, 1.2444, -0.4706], [-0.5047, 1.9078, -0.4926], [0.6730, 0.8822, -0.0546], [4.0043, -2.2151, -0.5808], [5.3395, -1.4935, -0.4586], [5.3426, 2.5970, 4.1160], [6.5335, 1.6050, 2.9340], [5.5215, 2.7958, 2.1796], [3.6271, 1.4989, 2.4502], [4.4930, 0.2266, 3.4194], [5.1862, 0.2771, -2.8065], [3.7658, 1.3990, -1.9699], [2.4751, -0.5440, -2.9710], [3.9332, -1.5855, -2.9576], [1.1130, -0.0052, -1.9670], [-0.6523, -1.1997, -0.1467], [-0.4953, -1.6669, -1.8356], [-1.4208, 0.5634, -2.5810], [-2.7506, -0.3238, -1.4084], [-2.7390, -0.9310, 1.3726], [-2.8123, -3.2053, 1.3980], [-3.9039, -4.2548, 2.5011], [-3.3403, -2.5582, 2.9335], [-6.8697, -1.4569, 0.5405], [-8.6890, 1.9057, -1.4342], [-7.1251, 2.0989, -1.9866], [-7.3162, 2.5407, -0.3019], [-5.2581, 2.1280, -0.4314], [-0.1127, 2.2493, -1.4758], [-0.3956, 2.6286, 0.2197], [0.4201, 0.7262, 0.8587], [1.8215, 1.5071, -0.0868], [3.8400, -2.3795, 0.3962], [4.1095, -3.2790, -1.1028], [6.0347, -1.7701, -1.2742], [5.8692, -1.4214, 0.5825]], "nbo_charge": [-0.6592, -0.0784, -0.5141, 0.8974, -0.6733, -0.4830, -0.2445, -0.2313, -0.4497, 0.7328, -0.5718, -0.3270, -0.3724, -0.1560, -0.5162, 0.6906, -0.5369, 0.0121, -0.3406, 0.2903, -0.5170, -0.2650, -0.1951, 0.3575, -0.5152, -0.2411, -0.2893, -0.2094, -0.3850, -0.2615, -0.2348, 0.2518, 0.2126, 0.2322, 0.2245, 0.1982, 0.2072, 0.2369, 0.1959, 0.1950, 0.1872, 0.1702, 0.2153, 0.1256, 0.2315, 0.2657, 0.1768, 0.2098, 0.1598, 0.1933, 0.2043, 0.1393, 0.1721, 0.1834, 0.1726, 0.2301, 0.1895, 0.2403, 0.2327, 0.1807, 0.1917, 0.2608]}